Entry from OMol25: 7 unconnected molecules or ions with the total composition C21H56O7 at a distorted geometry (the ωB97M-V functional and the def2-TZVPD basis).

Each line ends with the Mulliken charge.
Positions of all 84 atoms, in Å:
C  5.1689  12.5300  9.1548  -0.45
C  5.1450  12.9595  7.6802  0.41
C  4.0107  13.9004  7.3599  -1.32
O  6.4099  13.5260  7.3599  -0.57
H  4.2496  11.9854  9.3669  0.30
H  5.2569  13.4430  9.7469  0.19
H  6.0784  11.9476  9.2878  -0.19
H  4.9966  12.0455  7.0903  0.34
H  3.0768  13.3390  7.4422  0.35
H  4.1078  14.3137  6.3582  0.34
H  3.9461  14.7033  8.0980  0.31
H  6.8967  13.0169  6.7118  0.33
C  5.5596  18.3934  12.1500  -0.77
C  5.6940  19.3449  13.3184  0.62
C  7.0248  19.1802  14.0451  -1.27
O  5.5567  20.6796  12.8588  -0.57
H  6.3432  18.5910  11.4145  0.37
H  4.6159  18.6436  11.6537  0.33
H  5.4551  17.3439  12.4187  -0.08
H  4.8996  19.1320  14.0374  0.03
H  7.8495  19.5852  13.4481  0.47
H  7.2657  18.1199  14.1444  0.27
H  7.0035  19.7385  14.9795  0.29
H  6.3103  20.9253  12.3149  0.36
C  8.6699  10.5543  10.1532  -1.14
C  10.1355  10.2856  9.9090  0.37
C  10.2755  8.8612  9.3448  -1.26
O  10.5799  11.2151  8.9126  -0.54
H  8.1491  9.8119  10.7587  0.45
H  8.1433  10.6753  9.2047  0.31
H  8.4895  11.4972  10.6789  0.11
H  10.7405  10.4240  10.8101  0.27
H  10.1342  8.1337  10.1460  0.33
H  11.3128  8.7296  9.0141  0.38
H  9.6422  8.6817  8.4802  0.32
H  11.5056  10.9880  8.7659  0.32
C  6.7696  9.3026  18.1007  -1.35
C  6.5002  8.5699  16.7833  0.67
C  6.4228  9.6159  15.6489  -1.31
O  7.5456  7.6476  16.5246  -0.57
H  5.9215  9.8950  18.4396  0.36
H  7.6070  9.9870  17.9255  0.27
H  7.1138  8.6063  18.8654  0.37
H  5.5586  8.0313  16.9292  0.26
H  7.4244  9.9967  15.4457  0.45
H  5.8480  10.4547  16.0472  0.14
H  5.9056  9.2338  14.7709  0.36
H  8.0211  7.9250  15.7403  0.33
C  1.9552  15.4620  15.3199  -1.38
C  3.4538  15.7166  15.2986  1.29
C  3.8751  17.0062  15.9998  -1.50
O  4.1751  14.6316  15.8907  -0.60
H  1.6566  15.6158  16.3627  0.38
H  1.7697  14.4075  15.1159  0.24
H  1.3439  16.0632  14.6513  0.32
H  3.8041  15.7373  14.2577  -0.08
H  4.9073  17.2542  15.7467  0.25
H  3.8431  16.8649  17.0797  0.38
H  3.2445  17.8330  15.6670  0.36
H  4.6748  14.1739  15.1828  0.31
C  6.3912  14.6705  12.8855  -1.60
C  6.1948  13.1648  12.9898  1.46
C  7.4413  12.3728  13.3927  -1.57
O  5.1925  12.9852  13.9741  -0.20
H  5.5308  15.1575  12.4329  0.29
H  7.3401  14.9765  12.4468  0.49
H  6.4588  15.0254  13.9198  0.41
H  5.8556  12.6881  12.0618  -0.22
H  8.2774  12.5133  12.7092  0.41
H  7.1592  11.3170  13.4465  0.21
H  7.7751  12.5431  14.4204  0.34
H  4.8043  12.0880  13.9952  -0.10
C  2.1112  11.2786  15.1120  -1.23
C  2.3800  10.9228  13.6515  0.32
C  2.1114  12.1313  12.7394  -0.80
O  3.8129  10.6561  13.5443  -0.42
H  1.0557  11.5198  15.2382  0.40
H  2.7448  12.1206  15.3931  0.19
H  2.3356  10.4310  15.7607  0.35
H  1.9133  9.9748  13.3702  0.44
H  2.5146  11.9815  11.7393  0.22
H  2.4753  13.0622  13.1631  -0.02
H  1.0162  12.1986  12.6704  0.44
H  3.9313  10.0866  12.7799  0.22

Forces on atoms 1 to 2 (eV/Å):
C 0.168 0.699 -0.964
C 0.229 -0.925 0.025

HOMO energy = -0.353 hartree
Net charge = 0
Frontier orbital gap = 9.88 eV
Strongest force on any atom = 0.0340 Eh/bohr
SMILES string = CC(C)O.CC(C)O.CC(C)O.CC(C)O.CC(C)O.CC(C)O.CC(C)O
2S+1 = 1